Below is a structure of composition C35H39MnN5O3S2, with properties calculated with ωB97M-V/def2-TZVPD.

Summary:
largest force on an atom	1.11	eV/Å
frontier orbital gap (spin up / spin down)	3.93 / 5.61	eV
LUMO (spin up / spin down)	4.256 / 4.253	eV
net charge	-2
multiplicity	6

XYZ file:
```
85
Properties=species:S:1:pos:R:3:forces:R:3:mulliken_charge:R:1
Mn 0.048 0.831 -0.301 0.482 -0.398 0.375 0.91
C 3.713 -1.087 -1.958 0.065 -0.049 -0.100 -1.56
C 2.533 -0.149 -1.870 0.257 -0.123 0.923 1.11
N 2.029 0.127 -0.694 -0.286 -0.299 -0.652 1.07
N 2.779 -0.379 0.339 0.722 -0.375 0.489 -1.20
C 2.275 -0.379 1.523 -0.816 0.434 -0.263 0.52
S 0.728 0.205 2.015 0.203 0.134 -0.460 -0.38
S 3.307 -0.997 2.819 0.322 -0.384 0.181 -0.22
C 3.923 -2.544 2.015 -0.152 0.628 0.168 -1.02
C 2.863 -3.594 2.011 -0.153 -0.229 0.019 0.60
C 1.908 -3.637 0.994 0.133 0.031 0.047 0.13
C 0.874 -4.559 1.031 0.440 -0.418 -0.313 -0.67
C 0.773 -5.453 2.087 0.485 -0.227 0.356 -0.77
C 1.727 -5.430 3.095 -0.045 0.009 -0.107 -0.64
C 2.765 -4.511 3.055 0.164 0.120 0.003 -0.74
C 2.019 0.403 -3.100 -0.556 0.227 -0.699 -0.09
C 2.788 0.340 -4.276 -0.033 0.045 0.112 -0.81
C 2.315 0.777 -5.495 0.287 -0.054 -0.148 -0.85
C 1.018 1.280 -5.589 -0.166 0.012 0.361 -0.49
C 0.237 1.373 -4.459 -0.005 0.193 -0.513 -0.57
C 0.715 0.985 -3.189 0.457 -0.266 0.486 0.01
O -0.048 1.143 -2.168 -0.426 0.078 -0.385 0.28
H 3.693 -1.777 -1.123 0.029 0.015 -0.031 0.06
H 4.657 -0.539 -1.908 -0.007 -0.002 0.023 0.32
H 3.684 -1.653 -2.886 -0.008 0.062 -0.047 0.47
H 4.792 -2.831 2.606 0.036 -0.071 -0.056 0.57
H 4.225 -2.236 1.016 0.116 -0.142 0.018 0.18
H 1.962 -2.919 0.184 -0.002 -0.015 -0.040 0.47
H 0.132 -4.575 0.242 0.671 -0.248 0.089 0.78
H -0.070 -6.129 2.138 0.172 -0.031 -0.110 0.51
H 1.658 -6.129 3.921 0.000 0.006 0.031 0.37
H 3.501 -4.486 3.851 0.006 0.011 0.020 0.34
H 3.803 -0.032 -4.223 -0.028 -0.065 -0.009 0.39
H 2.951 0.721 -6.371 -0.007 0.010 0.013 0.35
H 0.629 1.614 -6.543 -0.026 -0.024 -0.016 0.43
H -0.768 1.773 -4.512 -0.014 0.000 0.091 0.36
O -1.601 -1.881 4.074 0.027 0.126 0.120 -0.61
C -2.398 -2.646 3.198 -0.026 -0.082 -0.136 -0.58
N -1.736 -3.838 2.735 -0.002 0.054 0.083 0.36
C -1.781 -4.371 1.432 -0.634 0.506 -0.018 -0.22
O -1.919 -5.607 1.317 -0.347 0.018 -0.168 -0.83
C -1.603 -3.487 0.318 -0.920 0.184 0.070 0.18
C -1.868 -3.941 -1.022 0.054 -0.201 0.146 -0.99
C -1.707 -3.050 -2.055 0.004 0.205 0.070 -0.78
C -1.298 -1.741 -1.806 -0.009 0.119 -0.306 -0.85
N -0.945 -1.318 -0.548 0.143 -0.181 0.190 1.41
C -1.084 -2.180 0.443 -0.132 0.087 -0.286 -0.65
H -0.853 -1.502 3.589 -0.003 -0.043 -0.067 0.30
H -2.721 -2.066 2.332 -0.007 -0.025 0.011 0.35
H -3.284 -2.900 3.791 0.036 0.022 -0.008 0.33
H -1.716 -4.580 3.417 -0.011 -0.077 -0.040 0.36
H -2.172 -4.969 -1.174 -0.013 0.037 -0.027 0.41
H -1.903 -3.351 -3.079 -0.006 0.020 0.005 0.39
H -1.194 -1.020 -2.606 0.005 0.006 0.086 0.44
H -0.704 -1.867 1.401 0.006 0.187 0.097 0.07
C -3.031 2.522 -2.336 -0.120 -0.079 0.081 -0.76
C -3.562 2.754 -0.918 0.209 -0.131 0.035 0.59
C -3.773 1.434 -0.170 -0.026 0.111 -0.060 -1.38
C -2.684 3.768 -0.196 0.064 -0.024 0.078 0.33
C -3.220 5.039 -0.093 -0.020 0.093 0.034 -0.76
C -2.532 6.103 0.470 -0.027 0.110 0.025 -1.24
C -1.257 5.854 0.954 -0.101 0.072 -0.014 -0.73
C -0.653 4.609 0.892 -0.012 -0.103 -0.113 0.70
C 0.702 4.521 1.575 -0.024 -0.234 -0.057 0.65
C 1.823 3.897 0.740 -0.023 0.094 0.069 -1.25
C 0.530 3.835 2.933 0.122 0.043 -0.042 -1.18
C -1.342 3.476 0.291 -0.406 0.171 -0.396 -0.31
N -0.794 2.265 0.191 -0.306 0.796 0.709 -0.16
H -3.703 1.870 -2.906 0.014 -0.005 0.004 0.43
H -2.051 2.055 -2.285 0.084 -0.026 -0.069 -0.45
H -2.937 3.476 -2.862 -0.005 -0.021 -0.021 0.43
H -4.552 3.219 -1.012 0.048 0.043 0.026 0.44
H -2.838 0.896 -0.061 0.078 -0.072 0.025 -0.14
H -4.476 0.797 -0.715 -0.026 0.014 0.010 0.44
H -4.172 1.623 0.829 -0.012 -0.028 0.007 0.40
H -4.224 5.213 -0.475 0.006 -0.054 -0.019 0.27
H -2.975 7.091 0.536 0.003 -0.009 -0.002 0.33
H -0.703 6.672 1.410 0.033 -0.031 0.008 0.25
H 1.014 5.555 1.774 -0.069 -0.002 -0.015 0.32
H 1.597 2.866 0.492 0.000 -0.105 0.003 -0.13
H 2.766 3.919 1.296 0.011 0.037 -0.014 0.49
H 1.952 4.450 -0.194 0.017 -0.021 -0.001 0.33
H 0.123 2.840 2.791 -0.033 -0.180 0.002 0.07
H -0.165 4.407 3.553 0.025 -0.004 0.011 0.37
H 1.484 3.743 3.461 0.010 -0.010 0.018 0.35
```
Forces are in eV/Å.

Below is a cluster of 2 separate species, C35H39N4O2 in total, with properties calculated with ωB97M-V/def2-TZVPD.

Summary:
largest force on an atom	3.69	eV/Å
frontier orbital gap	4.61	eV
ΔE to the lowest compared entry with this formula, charge and spin	0.0	kcal/mol
LUMO	-5.208	eV
net charge	+1

XYZ file:
```
80
Properties=species:S:1:pos:R:3:forces:R:3:mulliken_charge:R:1
C -2.423 0.450 -3.091 -0.393 -0.055 0.030 -0.46
C -2.000 1.707 -2.711 -0.219 0.088 0.064 -0.64
C -0.663 1.956 -2.491 0.429 -0.229 0.108 -0.55
C 0.298 0.948 -2.648 -0.365 -0.157 -0.046 1.10
C 1.710 1.249 -2.481 1.043 -0.521 0.173 -0.56
C 2.706 0.330 -2.518 0.370 1.136 -0.377 -0.74
N 4.084 0.587 -2.553 0.286 0.054 0.610 0.07
C 4.959 -0.602 -2.503 -0.474 0.082 -0.185 -0.59
C 6.437 -0.247 -2.314 -0.110 0.296 -0.021 -0.68
O 6.871 0.690 -3.287 -0.209 -0.222 -0.307 -0.36
C 6.124 1.895 -3.224 -0.024 -0.197 0.292 -0.70
C 4.623 1.652 -3.436 -0.444 -0.214 0.073 -0.47
C -0.155 -0.321 -3.030 0.076 0.238 0.104 -0.43
C -1.495 -0.562 -3.247 0.018 -0.241 0.042 -0.71
H -3.468 0.261 -3.284 -0.126 -0.020 -0.050 0.51
H -2.723 2.500 -2.609 -0.094 0.195 0.026 0.44
H -0.343 2.945 -2.211 0.121 0.280 0.035 0.44
H 1.968 2.279 -2.313 0.062 0.388 -0.124 0.29
H 2.424 -0.705 -2.597 0.188 -0.465 0.098 0.43
H 4.602 -1.255 -1.698 0.217 0.143 -0.033 0.43
H 4.823 -1.148 -3.441 0.278 -0.202 -0.156 0.37
H 6.623 0.186 -1.324 -0.221 -0.031 0.147 0.33
H 7.085 -1.130 -2.404 -0.351 0.194 -0.117 0.34
H 6.323 2.356 -2.250 -0.238 0.093 0.115 0.33
H 6.545 2.564 -3.987 -0.345 -0.262 0.095 0.33
H 4.444 1.334 -4.467 0.140 0.053 -0.209 0.29
H 4.046 2.570 -3.284 0.261 -0.110 0.066 0.37
H 0.557 -1.111 -3.193 0.073 -0.196 -0.113 0.39
H -1.824 -1.538 -3.562 -0.024 -0.199 -0.057 0.45
C -1.466 -4.372 1.055 0.388 0.259 0.158 -0.99
N -1.811 -2.964 0.973 -0.716 1.137 -0.151 0.24
C -3.005 -2.537 0.433 0.746 -0.408 0.164 0.30
O -3.877 -3.231 -0.044 0.599 0.571 0.372 -0.67
C -3.022 -1.021 0.554 -0.321 1.036 -0.531 0.65
C -4.188 -0.534 1.422 0.018 0.116 0.514 -0.76
C -5.544 -0.888 0.878 -0.162 -0.165 -0.084 0.41
C -6.400 -1.717 1.589 0.259 0.080 0.042 -0.37
C -7.623 -2.089 1.065 -0.104 -0.112 0.140 -0.70
C -8.011 -1.635 -0.178 -0.173 -0.097 -0.084 -0.43
C -7.178 -0.792 -0.885 0.079 0.143 -0.244 -0.82
C -5.958 -0.416 -0.357 0.120 0.007 0.081 -0.18
N -1.693 -0.617 1.113 0.197 1.294 0.034 0.94
C -1.275 0.668 1.295 -1.588 -3.261 -0.670 0.49
C -0.042 0.980 1.831 1.877 1.130 0.840 0.52
C 0.455 2.241 2.107 -1.206 -1.431 -0.585 -0.91
C 1.743 2.484 2.668 1.341 0.232 0.585 1.01
C 2.175 3.806 2.912 -0.561 -0.659 -0.279 -0.56
C 3.413 4.066 3.440 0.470 0.173 0.198 -0.86
C 4.288 3.025 3.756 -1.920 -0.306 -0.810 0.66
C 5.549 3.282 4.287 3.288 0.704 1.389 -0.11
N 6.606 3.492 4.730 -1.766 -0.356 -0.743 -0.45
C 3.875 1.711 3.527 0.277 -0.122 0.109 -1.01
C 2.638 1.442 2.998 -0.455 0.411 -0.182 -0.32
C -0.898 -1.866 1.401 0.098 -0.832 -0.037 0.28
C -0.631 -2.006 2.897 -0.149 0.137 0.127 -1.54
C 0.354 -1.927 0.528 -0.007 0.160 -0.176 -1.85
H -2.296 -4.974 0.694 -0.073 0.220 -0.037 0.40
H -0.585 -4.576 0.450 0.037 -0.146 -0.088 0.31
H -1.251 -4.644 2.087 -0.027 -0.111 0.059 0.31
H -3.105 -0.595 -0.453 0.015 -0.066 0.071 -0.29
H -4.074 -0.972 2.419 -0.003 0.017 0.002 0.44
H -4.120 0.551 1.556 0.116 -0.009 -0.098 0.39
H -6.094 -2.080 2.555 0.040 -0.151 0.230 0.35
H -8.270 -2.748 1.621 -0.065 -0.074 0.117 0.39
H -8.956 -1.945 -0.600 -0.068 0.008 -0.013 0.39
H -7.473 -0.442 -1.861 -0.041 0.104 -0.123 0.40
H -5.306 0.242 -0.906 0.114 0.192 -0.274 0.46
H -1.943 1.460 1.013 -0.503 0.049 -0.218 0.47
H 0.595 0.155 2.070 0.120 -0.062 0.034 -0.87
H -0.158 3.100 1.899 -0.216 0.315 -0.116 0.47
H 1.511 4.617 2.673 -0.129 0.253 -0.045 0.43
H 3.733 5.079 3.618 -0.022 0.187 0.006 0.49
H 4.555 0.914 3.777 0.027 -0.185 0.006 0.49
H 2.349 0.419 2.835 0.084 -0.217 0.014 0.42
H -1.580 -2.052 3.425 -0.091 -0.006 0.053 0.37
H -0.083 -2.920 3.116 0.062 -0.024 -0.129 0.48
H -0.071 -1.169 3.306 0.084 -0.045 0.021 0.32
H 0.054 -1.929 -0.518 -0.035 0.051 -0.105 0.46
H 1.018 -1.079 0.674 0.083 -0.035 0.012 0.47
H 0.919 -2.838 0.714 -0.058 -0.024 0.159 0.49
```
Forces are in eV/Å.

Below is the ion C35H39N4OS with charge +1, with properties calculated with ωB97M-V/def2-TZVPD.

Summary:
largest force on an atom	2.47	eV/Å
frontier orbital gap	7.58	eV
LUMO	-2.788	eV
net charge	+1

XYZ file:
```
80
Properties=species:S:1:pos:R:3:forces:R:3:mulliken_charge:R:1
C -2.309 -3.696 -1.825 -0.283 -1.863 0.403 -0.75
C -2.045 -2.296 -2.213 0.080 -1.016 0.376 -0.87
N -0.703 -1.892 -1.763 0.470 -0.018 -1.483 0.58
C 0.274 -2.780 -2.138 -0.665 -0.220 0.663 0.34
N 0.013 -4.100 -2.236 -0.034 -0.424 -0.905 0.16
C -1.333 -4.619 -2.520 -0.235 -0.205 0.168 -0.61
C 0.979 -5.143 -2.657 0.449 -0.004 1.021 -0.74
C 2.315 -4.983 -1.925 -0.287 0.177 -0.059 -0.54
C 2.951 -3.741 -2.536 0.243 -0.332 -0.007 -0.62
S 1.891 -2.237 -2.458 0.279 0.436 0.366 -0.15
H -2.139 -3.833 -0.749 -0.288 0.101 -0.108 0.20
H -3.324 -4.037 -2.063 0.084 0.373 0.090 0.39
H -2.176 -2.185 -3.281 0.145 -0.066 -0.160 0.37
H -2.765 -1.676 -1.762 -0.720 0.859 0.638 0.52
H -1.345 -5.658 -2.087 -0.322 1.083 -0.607 0.43
H -1.472 -4.659 -3.645 0.054 -0.074 1.194 0.27
H 0.521 -6.123 -2.386 0.320 0.845 -0.402 0.38
H 1.141 -5.071 -3.744 -0.129 -0.249 0.237 0.35
H 2.203 -4.910 -0.813 -0.051 -0.073 -0.968 0.23
H 2.929 -5.864 -2.173 -0.053 0.399 0.223 0.35
H 3.902 -3.477 -2.043 -0.463 0.093 -0.332 0.42
H 3.098 -3.945 -3.608 0.266 0.268 0.427 0.47
C 0.311 1.838 4.627 -0.154 0.137 0.023 -1.06
N 1.019 1.554 3.397 0.754 -0.456 -0.212 0.44
C 2.324 1.133 3.317 -0.017 0.177 1.519 0.18
O 3.110 1.035 4.270 -1.188 0.138 -1.807 -0.69
C 2.608 0.784 1.850 -0.124 0.541 -0.135 0.25
C 3.131 -0.649 1.719 0.288 0.029 0.483 -1.40
C 2.075 -1.614 2.205 0.512 -0.532 -0.055 -0.07
C 1.975 -1.910 3.569 -0.591 -0.107 -0.091 -0.29
C 0.913 -2.701 4.032 0.316 0.236 -0.164 -0.78
C -0.033 -3.189 3.131 -0.242 -0.053 -0.237 -0.66
C 0.084 -2.919 1.760 0.651 0.031 0.287 -0.51
C 1.194 -2.199 1.297 -0.636 0.003 0.169 0.43
N 1.297 0.966 1.226 -0.441 0.372 -0.032 0.53
C 0.919 0.416 0.044 1.359 1.138 -0.357 -0.79
C -0.328 0.324 -0.426 -0.343 -0.340 -0.590 -1.38
C -0.530 -0.283 -1.777 1.394 -0.473 -0.239 1.13
C -1.750 0.289 -2.482 0.909 0.316 0.859 -0.56
C -1.875 -0.122 -3.779 0.389 0.613 -2.362 -0.16
C -2.894 0.380 -4.582 -0.788 -0.054 -0.752 -0.70
C -3.815 1.320 -4.066 1.008 -0.382 0.452 -0.68
C -3.641 1.766 -2.749 -0.455 0.179 0.538 -0.59
C -2.646 1.216 -1.918 0.519 0.711 -0.794 -0.34
C 0.279 1.520 2.135 0.579 -0.849 0.672 -0.94
C -0.291 2.864 1.783 0.977 1.091 -0.282 -0.84
C 0.483 3.980 1.695 -1.189 -1.629 0.118 -0.20
C -0.035 5.307 1.412 -0.327 1.437 -0.272 0.87
C 0.836 6.420 1.505 -0.532 -0.367 -0.128 -0.51
C 0.384 7.713 1.233 -0.352 -0.204 -0.112 -0.55
C -0.952 7.924 0.851 0.264 -0.385 0.203 -0.41
C -1.836 6.834 0.777 0.392 -0.195 0.077 -0.66
C -1.385 5.537 1.050 0.438 0.335 0.032 -0.34
H 0.991 1.765 5.481 -0.068 -0.014 -0.313 0.38
H -0.112 2.849 4.574 0.102 -0.169 0.125 0.30
H -0.521 1.127 4.753 0.262 0.126 0.014 0.36
H 3.334 1.524 1.456 -0.158 -0.410 0.168 0.30
H 3.423 -0.842 0.677 -0.004 -0.032 0.311 0.40
H 4.015 -0.704 2.379 -0.172 -0.035 -0.448 0.66
H 2.706 -1.493 4.262 -0.220 -0.091 -0.127 0.48
H 0.826 -2.902 5.102 0.004 -0.045 -0.381 0.41
H -0.866 -3.802 3.489 0.267 0.312 -0.090 0.41
H -0.673 -3.250 1.052 0.157 -0.131 0.160 0.39
H 1.331 -2.022 0.222 -0.118 -0.091 0.632 0.23
H 1.771 0.227 -0.662 -0.775 -0.354 0.907 0.37
H -1.185 0.775 0.089 0.514 -0.689 -0.092 0.42
H 0.432 -0.233 -2.430 -1.731 0.567 1.018 1.06
H -1.044 -0.715 -4.266 -1.159 0.525 0.692 0.39
H -2.983 0.022 -5.638 0.089 0.522 1.032 0.36
H -4.582 1.768 -4.684 0.027 -0.158 -0.047 0.42
H -4.293 2.576 -2.333 0.646 -0.898 -0.511 0.37
H -2.429 1.718 -0.957 -0.392 -0.668 -0.604 0.33
H -0.557 0.795 2.234 0.298 0.131 -0.059 0.78
H -1.372 2.893 1.659 0.216 0.151 -0.015 0.43
H 1.556 3.905 1.864 -0.100 -0.076 0.013 0.22
H 1.875 6.239 1.792 -0.294 0.144 -0.082 0.35
H 1.073 8.556 1.314 -0.230 -0.243 -0.052 0.37
H -1.301 8.931 0.618 0.096 -0.335 0.105 0.37
H -2.878 6.997 0.499 0.312 -0.043 0.062 0.37
H -2.071 4.687 0.972 0.200 0.456 -0.002 0.20
```
Forces are in eV/Å.